A molecular structure, C47H37N3O2P2SSbV in a non-equilibrium geometry, computed with the ωB97M-V functional and the def2-TZVPD basis.

Results
- charge = +1
- multiplicity = 2
- electronic energy (Eh) = -4392.94222
- frontier orbital gap (spin up / spin down) (Ha) = 0.2944 / 0.2738
- LUMO level (spin up / spin down) (Ha) = -0.087 / -0.088
- HOMO energy (spin up / spin down) (Eh) = -0.382 / -0.361
- ⟨S²⟩ = 1.23
- max |F| (eV/Å) = 4.74

Geometry as XYZ:
```
94
Properties=species:S:1:pos:R:3:lowdin_spin:R:1
V -0.320 -0.276 0.195 0.9450
O -1.481 0.143 1.651 -0.0149
P -2.413 -1.029 1.539 -0.0017
C -3.072 -1.240 -0.168 0.0070
P -1.946 -2.029 -1.433 0.0017
O -0.587 -1.436 -1.537 0.0245
C -1.854 -3.800 -1.068 0.0003
C -2.968 -4.632 -1.133 0.0002
C -2.816 -5.994 -0.948 0.0000
C -1.561 -6.525 -0.692 0.0002
C -0.452 -5.698 -0.621 -0.0001
C -0.597 -4.336 -0.815 0.0001
C -2.865 -1.759 -2.966 0.0002
C -4.232 -1.994 -3.065 0.0001
C -4.873 -1.799 -4.274 0.0001
C -4.152 -1.366 -5.376 0.0001
C -2.794 -1.113 -5.274 0.0001
C -2.145 -1.313 -4.068 0.0005
C -3.830 -0.642 2.590 0.0002
C -4.559 0.509 2.302 -0.0006
C -5.565 0.907 3.164 -0.0001
C -5.830 0.165 4.306 -0.0001
C -5.077 -0.959 4.607 0.0001
C -4.071 -1.364 3.749 0.0001
C -1.668 -2.589 2.055 -0.0044
C -0.410 -2.565 2.650 -0.0075
C 0.156 -3.742 3.113 -0.0005
C -0.520 -4.944 2.965 -0.0047
C -1.781 -4.964 2.388 -0.0014
C -2.364 -3.790 1.946 -0.0029
H -3.330 -0.234 -0.540 -0.0003
H -3.984 -1.838 -0.105 0.0019
H -3.947 -4.221 -1.332 0.0001
H -3.680 -6.639 -1.016 0.0000
H -1.452 -7.591 -0.551 0.0000
H 0.528 -6.106 -0.421 0.0000
H 0.265 -3.681 -0.768 0.0000
H -4.799 -2.317 -2.204 0.0001
H -5.935 -1.981 -4.350 0.0000
H -4.660 -1.221 -6.316 0.0000
H -2.244 -0.762 -6.134 0.0000
H -1.085 -1.120 -3.963 0.0002
H -4.331 1.090 1.415 -0.0003
H -6.143 1.794 2.949 0.0000
H -6.625 0.469 4.968 0.0000
H -5.271 -1.517 5.509 0.0000
H -3.472 -2.237 3.971 -0.0001
H 0.104 -1.614 2.778 -0.0001
H 1.112 -3.721 3.614 0.0001
H -0.079 -5.864 3.316 -0.0002
H -2.330 -5.888 2.310 0.0000
H -3.362 -3.802 1.535 -0.0001
S -1.453 1.528 -1.091 -0.0150
Sb 0.481 2.723 -0.754 -0.0018
C 0.930 3.263 1.277 0.0018
C 0.188 2.733 2.318 0.0013
C 0.465 3.115 3.621 0.0002
C 1.466 4.037 3.874 0.0002
C 2.194 4.576 2.825 0.0004
C 1.933 4.187 1.522 0.0002
C 2.233 1.808 -1.573 -0.0018
C 2.316 1.690 -2.949 -0.0005
C 3.473 1.188 -3.519 -0.0001
C 4.534 0.812 -2.711 -0.0006
C 4.432 0.908 -1.332 0.0001
C 3.273 1.404 -0.753 -0.0012
C 0.164 4.542 -1.840 -0.0026
C -1.068 4.741 -2.440 -0.0003
C -1.321 5.923 -3.116 -0.0001
C -0.347 6.906 -3.180 0.0001
C 0.886 6.698 -2.584 -0.0001
C 1.149 5.513 -1.918 -0.0003
H -0.614 2.033 2.120 0.0003
H -0.114 2.694 4.430 0.0000
H 1.681 4.339 4.888 0.0000
H 2.966 5.305 3.019 0.0000
H 2.511 4.606 0.709 0.0000
H 1.480 1.998 -3.568 0.0000
H 3.546 1.104 -4.592 0.0000
H 5.446 0.442 -3.157 0.0000
H 5.257 0.607 -0.705 0.0000
H 3.190 1.481 0.326 -0.0001
H -1.827 3.968 -2.376 -0.0005
H -2.282 6.072 -3.584 0.0000
H -0.546 7.833 -3.696 0.0000
H 1.646 7.462 -2.635 0.0000
H 2.121 5.354 -1.471 0.0000
N 1.327 -0.882 0.287 -0.0037
C 2.158 -1.646 0.643 0.0618
C 3.043 -2.568 1.067 0.0124
C 2.694 -3.919 0.919 0.0030
N 2.346 -5.008 0.803 0.0006
C 4.264 -2.197 1.653 0.0033
N 5.260 -1.866 2.118 0.0005
```